Computed, not measured: an isolated ion of composition C4H9NO2 and charge +1 in a non-equilibrium geometry, with the ωB97M-V functional and the def2-TZVPD basis.

Results
Gap between HOMO and LUMO (spin up / spin down) (eV): 12.5097 / 7.3589
Total charge: +1
Relative energy (zero: lowest compared OMol25 entry of this formula, charge and spin) (kcal/mol): 15.1
Calculated total energy (eV): -9870.548
Spin multiplicity: 2
HOMO energy (spin up / spin down) (hartree): -0.5725 / -0.5777
Max |F| (eV/A): 2.59

Bonds (Å) are listed after each position.
Positions of all 16 atoms, in Å:
1 C -2.0773 0.3862 0.4469  N2 1.435, H8 1.096, H9 1.086, H10 1.096
2 N -0.9070 -0.4052 0.7008  C1 1.435, C4 1.436, H11 1.010
3 C 1.3787 -1.1975 0.4321  C4 1.508, H12 1.081, H13 1.087, H14 1.100
4 C 0.2128 -0.4772 -0.1958  N2 1.436, C3 1.508, C5 1.537, H15 1.095
5 C 0.6329 0.8996 -0.7338  C4 1.537, O6 1.333, O7 1.196
6 O 1.4978 0.7075 -1.7292  C5 1.333, H16 0.974
7 O 0.3037 1.9766 -0.3325  C5 1.196
8 H -1.8280 1.2819 -0.1327  C1 1.096
9 H -2.5682 0.6017 1.3920  C1 1.086
10 H -2.7651 -0.1389 -0.2255  C1 1.096
11 H -0.6617 -0.2237 1.6636  N2 1.010
12 H 1.1950 -2.2213 0.7253  C3 1.081
13 H 2.2478 -1.1698 -0.2208  C3 1.087
14 H 1.7070 -0.5971 1.2930  C3 1.100
15 H -0.1507 -1.0189 -1.0751  C4 1.095
16 H 1.7824 1.5964 -2.0082  O6 0.974